Here is a structure of composition C15H18Cl2MoN2O2 at a distorted geometry from the OMol25 dataset. Energies are from wB97M-V/def2-TZVPD.

As for the LUMO energy (spin up / spin down): -10.50 / -9.62 eV. The value obtained for the orbital gap (spin up / spin down) is 5.50 / 6.39 eV. Its spin multiplicity is 3. The electronic energy is -49803.696 eV. The net charge is +2. The largest force on an atom comes out at 7.31 eV Å⁻¹.

Positions of all 40 atoms, in Å:
Mo 0.2167 -0.2276 0.1707
Cl -4.7134 -0.8816 0.9361
Cl -3.3690 -1.8810 3.3112
O -1.7128 -2.9099 0.2119
O -1.5780 -0.7692 1.0292
N 0.2449 1.3181 1.6508
N -0.6374 1.3515 -0.8542
C -1.3288 3.6512 -0.7522
C 0.0773 -1.5189 -1.4021
C 0.6905 2.2807 3.7987
C -1.7710 3.5993 -2.0678
C 3.8486 -3.8749 -2.4855
C -2.2323 -1.9059 0.8760
C -0.7637 2.5195 -0.1571
C -3.5534 -2.0839 1.5513
C 0.7142 1.2162 2.9050
C 0.1603 3.4996 3.3788
C -0.2742 2.5006 1.2302
C -0.3265 3.6093 2.0815
C -1.0687 1.3097 -2.1296
C -1.6369 2.4017 -2.7695
C 4.0663 -4.0782 -0.9830
H 4.2721 -5.1288 -0.7508
H 3.1821 -3.7782 -0.4101
H -0.9436 0.3583 -2.6336
H 1.0818 2.1492 4.8020
H 3.4791 -2.8661 -2.6998
H -0.9896 -1.5824 -1.6535
H 1.1129 0.2386 3.1657
H -0.7428 4.5487 1.7360
H -3.9534 -3.1006 1.3510
H 4.7810 -4.0128 -3.0437
H -1.9658 2.3067 -3.7987
H 0.6474 -1.0649 -2.2232
H -2.2109 4.4746 -2.5350
H 3.1165 -4.5878 -2.8802
H -1.4218 4.5699 -0.1849
H 0.4636 -2.5176 -1.1997
H 0.1254 4.3526 4.0496
H 4.9137 -3.4856 -0.6215

Here is an isolated molecule of C15H18ClO6P at a distorted geometry from the OMol25 dataset. Energies are from wB97M-V/def2-TZVPD.

As for the LUMO energy: 0.21 eV. The value obtained for the orbital gap is 9.58 eV. As for the SMILES: CC(=O)OCCC[C@](CC(=O)c1ccccc1)(OC=O)P(O)Cl. Its spin multiplicity is 1. The electronic energy is -49943.493 eV. The largest force on an atom comes out at 1.39 eV Å⁻¹.

Positions of all 41 atoms, in Å:
Cl -2.2945 1.2288 2.8728
P -0.5803 0.5880 1.8327
O 4.6648 0.7394 0.8350
O -0.2066 4.2813 2.0291
O -3.3238 0.6787 -2.1557
O 3.8998 0.1470 -1.1867
O -0.1870 2.8675 0.3192
O 0.5789 1.4737 2.5515
C -2.5137 -0.9951 -0.7680
C 0.2263 0.8718 -0.8379
C -2.1484 1.6080 -0.3518
C -2.1742 -3.7277 -0.2213
C 1.6235 0.5284 -0.2891
C -1.9675 -3.2326 -1.5058
C -2.6986 0.4338 -1.1541
C -0.8142 3.6818 1.2107
C 2.7255 0.9733 -1.2501
C -2.7413 -1.4991 0.5043
C -0.7072 1.4965 0.1836
C -2.1235 -1.8810 -1.7775
C 4.4085 -1.5648 0.4398
C 4.3406 -0.1162 0.0680
C -2.5681 -2.8519 0.7834
H 3.4636 -1.8834 0.8696
H -2.0373 -4.7774 -0.0233
H -2.8781 1.8514 0.4179
H 3.0228 1.9858 -0.9786
H 1.8385 0.9733 0.6749
H 0.6116 1.1526 3.4636
H -2.7352 -3.2324 1.7782
H -1.8882 3.8652 1.1092
H 0.3517 1.6498 -1.5883
H -3.0761 -0.8568 1.3050
H 5.2021 -1.6917 1.1630
H -0.2023 -0.0241 -1.2679
H -2.1433 2.4400 -1.0491
H 2.3925 0.9853 -2.2814
H -1.9551 -1.5032 -2.7752
H 4.6022 -2.1942 -0.4230
H 1.6985 -0.5556 -0.2326
H -1.6866 -3.9143 -2.2939

Here is a structure of composition C15H18F2N6O7S2 at a distorted geometry from the OMol25 dataset. Energies are from wB97M-V/def2-TZVPD.

As for the LUMO energy: -0.59 eV. The value obtained for the orbital gap is 9.01 eV. Its spin multiplicity is 1. The electronic energy is -66221.722 eV. The largest force on an atom comes out at 3.85 eV Å⁻¹.

Positions of all 50 atoms, in Å:
S 0.9070 0.5539 -2.6725
S 1.8902 0.6506 1.2061
F 1.3113 1.6813 -4.9830
F -0.7285 0.9216 -4.7088
O -1.5509 1.5817 2.6297
O -0.4971 -3.2627 0.7575
O -3.1167 -0.1495 -0.3290
O 3.1791 5.1520 0.7582
O -3.2145 0.1861 3.2843
O -3.7163 -3.3543 -1.0473
O -0.1933 -2.1248 -3.4178
N -1.6196 -2.6616 -1.8570
N 3.8817 2.5408 1.6092
N -2.2851 -1.6290 1.2642
N 4.1336 2.5288 3.6777
N 4.5255 3.1161 2.6270
N 3.1708 1.6011 3.4124
C -2.8771 -1.2631 0.0619
C 3.0303 1.6248 2.1306
C 1.0275 -0.1886 2.5974
C 3.9510 2.9680 0.2072
C -0.5044 -0.2978 -1.9117
C -2.0761 0.4583 2.6327
C -2.5598 -2.5594 -0.7179
C -0.7500 -1.7486 -2.4115
C -0.0531 -1.0578 1.9684
C 0.5689 0.6710 -4.4749
C 0.4526 -2.2561 1.1577
C 2.9128 4.0140 -0.1028
C -1.9008 -2.8908 0.6968
C -1.4355 -0.7274 1.9783
C -4.5580 -2.8403 -2.1155
H -3.4953 0.9915 3.7608
H 3.8958 2.0697 -0.4176
H 0.9294 -1.8960 0.2079
H -2.4398 -3.7019 1.1720
H 1.8861 3.6386 0.0921
H 4.9346 3.4379 0.0378
H 1.2194 -2.8031 1.7470
H 3.3743 4.8107 1.6473
H 3.0035 4.3385 -1.1265
H 0.8346 -0.2621 -4.9808
H 0.6131 0.5713 3.2486
H -0.3142 -0.2973 -0.8492
H 1.6788 -0.8065 3.2326
H -4.2244 -3.2345 -3.0741
H -5.5853 -3.1741 -1.9835
H -1.6533 -3.5625 -2.3735
H -4.5755 -1.7071 -2.1727
H -1.3877 0.3490 -2.0758

Here is an isolated molecule of C15H18F3N3S from the OMol25 dataset. Energies are from wB97M-V/def2-TZVPD.

As for the LUMO energy: 0.58 eV. The value obtained for the orbital gap is 8.66 eV. As for the SMILES: C=CCNC(=S)N1CCN(c2cccc(C(F)(F)F)c2)CC1. Its spin multiplicity is 1. The electronic energy is -39305.273 eV. The largest force on an atom comes out at 0.63 eV Å⁻¹.

Positions of all 40 atoms, in Å:
S 3.4824 2.4307 -0.8828
F 0.5865 -6.3426 -0.1744
F 1.6824 -5.3476 1.3857
F 1.9553 -4.7575 -0.6621
N -0.3313 -0.5433 1.2480
N 1.1402 1.4530 -0.1351
N 1.1895 3.6448 -0.9606
C 1.8348 0.3111 0.4237
C -2.3600 -3.4850 0.3634
C -2.0014 -2.1950 0.6889
C -1.4019 -4.4734 0.2021
C -0.0733 -4.1246 0.3785
C 1.0217 -0.1896 1.6223
C -1.0028 0.5972 0.6624
C 1.8454 2.4964 -0.6418
C -0.6572 -1.8270 0.8592
C 0.3051 -2.8291 0.6971
C 1.0200 -5.1417 0.2288
C -1.1516 4.4250 -1.1167
C -1.2127 4.1678 -2.4094
C -0.2059 1.1097 -0.5475
C 0.0591 4.2063 -0.2517
H -1.0730 1.3831 1.4226
H -2.0079 0.3352 0.3400
H -2.7811 -1.4649 0.8391
H 2.8321 0.6236 0.7349
H 1.9363 -0.4807 -0.3297
H -0.1984 3.5551 0.5897
H -3.4039 -3.7312 0.2433
H -2.1031 4.3537 -2.9838
H -2.0006 4.8378 -0.5886
H 1.8039 4.3235 -1.3886
H 1.3575 -2.6208 0.8014
H -0.1516 0.2977 -1.2892
H -0.3700 3.7615 -2.9442
H 1.5137 -1.0322 2.1040
H -1.6778 -5.4840 -0.0500
H 0.9500 0.6212 2.3565
H -0.7011 1.9599 -1.0108
H 0.3510 5.1757 0.1753

Here is a cluster of 2 separate species, C15H18FNO4 in total at a distorted geometry from the OMol25 dataset. Energies are from wB97M-V/def2-TZVPD.

As for the LUMO energy: -0.15 eV. The value obtained for the orbital gap is 8.10 eV. Its spin multiplicity is 1. The electronic energy is -28229.589 eV. The largest force on an atom comes out at 19.84 eV Å⁻¹.

Positions of all 39 atoms, in Å:
F -3.1120 -3.2869 -0.4860
O -1.2767 0.3968 -2.7298
O 1.4810 -2.7938 -0.7254
O 0.8664 0.3834 -1.7999
O -3.0186 2.7736 0.6119
N 2.4771 -0.7227 -0.0440
C -1.6645 -1.9039 0.2675
C -3.5998 0.0425 -0.2627
C -2.4551 0.4213 0.0098
C 2.5537 0.8663 2.5136
C 2.3171 -0.6231 2.3219
C 1.0364 -0.9158 -2.1053
C -3.7965 -1.2414 -0.6675
C -2.1674 2.1366 0.2958
C -2.8063 -2.2795 -0.1194
C -0.3827 1.2308 -2.2052
C -1.3714 -0.5056 0.5877
C 3.1252 -1.0576 0.9471
C -0.7027 2.5176 0.0752
C -0.4631 2.4810 -1.7047
C 1.6880 -1.4878 -0.6465
H -0.0293 1.9524 0.5113
H -1.3597 2.9305 -2.0890
H 0.4963 2.9994 -1.9182
H 1.2461 -0.9883 2.3193
H -0.4019 -0.3134 0.5781
H 1.5983 -0.9118 -2.9084
H 2.5348 0.2955 -0.3765
H 2.1329 1.2091 3.6273
H 2.1269 1.3128 1.6326
H 2.8993 -1.0736 3.1861
H -4.8594 -1.7300 -1.0256
H 0.0434 -1.5733 -2.2423
H -4.2840 0.8675 -0.4775
H -0.7068 3.4252 0.2216
H -0.9828 -2.5517 0.4070
H 2.9444 -2.5255 1.1266
H 3.6844 1.1379 2.2439
H 4.1891 -0.8945 1.0494

Here is a structure of composition C15H18HfN2O5S at a distorted geometry from the OMol25 dataset. Energies are from wB97M-V/def2-TZVPD.

As for the LUMO energy: -8.16 eV. The value obtained for the orbital gap is 8.11 eV. Its spin multiplicity is 1. The electronic energy is -41193.812 eV. The net charge is +2. The largest force on an atom comes out at 3.77 eV Å⁻¹.

Positions of all 42 atoms, in Å:
Hf 7.8635 5.2096 7.0445
S 10.6748 6.5075 10.2003
O 7.9229 9.2635 5.8948
O 7.5112 4.5099 4.8940
O 9.3634 3.8029 6.9118
O 11.1945 2.9195 6.0486
O 7.5235 7.2122 6.8448
N 9.6347 6.1689 5.5607
N 8.4705 5.6823 9.1210
C 5.4410 4.3911 9.6282
C 5.5595 4.9685 7.2056
C 10.5057 3.8772 6.2382
C 4.6465 5.5112 9.8445
C 5.9040 4.0944 8.2911
C 9.7621 5.3663 9.3436
C 10.8615 5.3598 5.8325
C 8.2933 8.1346 6.2346
C 9.1063 6.0866 4.1872
C 4.3992 6.3925 8.8156
C 9.2543 7.5687 10.2807
C 9.7134 7.6142 5.9332
C 8.4256 4.8164 3.7979
C 8.2398 6.9785 9.6211
C 4.8047 6.1552 7.4685
H 11.3033 5.7819 6.6823
H 8.4152 6.9021 4.0910
H 10.0977 4.3343 9.0948
H 10.3104 7.7113 6.9110
H 5.6290 3.7023 10.4512
H 4.6175 6.8420 6.6456
H 5.3537 4.4909 6.2647
H 6.5674 3.2144 8.0563
H 11.5747 5.3629 4.9480
H 7.2118 7.3770 9.5377
H 3.8409 7.2943 9.0063
H 4.3081 5.7701 10.8571
H 9.1711 4.0330 3.6138
H 9.2452 8.5113 10.8106
H 10.1875 8.2474 5.2115
H 6.6285 4.2223 4.5602
H 9.9377 6.2941 3.4448
H 7.9494 5.0290 2.8738